Record 1
Formula: C26H40FN4O5P
Source: OMol25
Level of theory: wB97M-V/def2-TZVPD

Last column: Löwdin charge in e.
Atoms and positions in Å:
H -1.41 4.09 -1.61  0.059
N -1.03 3.90 -0.67  0.129
C 0.08 3.27 -0.80  -0.359
C 0.80 2.85 0.53  -0.039
C 0.67 2.89 -2.22  -0.037
C 1.03 1.36 -2.12  -0.148
N 0.14 0.57 -1.50  0.171
C 0.51 -0.76 -1.41  -0.124
C -0.43 -1.69 -0.69  -0.127
C -1.74 -1.03 -0.16  -0.168
C -2.66 -0.60 -1.40  -0.153
C -3.58 -1.84 -1.71  -0.199
F -4.36 -1.57 -2.87  -0.080
C -0.10 -3.11 -0.50  -0.243
P -1.34 -4.08 0.48  0.975
C -0.86 -5.84 0.85  -0.317
C -1.30 -3.26 2.20  -0.397
C -2.75 -2.98 2.77  -0.170
C 1.18 -3.57 -1.12  -0.112
C 1.61 -5.06 -1.04  -0.134
C 0.78 -5.96 -1.99  -0.112
C 0.06 -6.82 -2.46  0.079
C 2.07 -2.68 -1.82  -0.111
O 3.30 -3.16 -2.37  0.023
C 3.14 -3.52 -3.66  -0.293
N 3.10 -3.72 -4.80  0.177
C 1.77 -1.23 -1.97  -0.093
N 2.73 -0.46 -2.63  0.240
C 2.31 0.81 -2.65  -0.234
O 3.16 1.73 -3.28  -0.078
C 3.93 2.46 -2.29  -0.231
C 5.19 1.64 -1.84  -0.066
H 1.44 3.66 0.96  0.095
H 1.45 1.95 0.41  0.064
H 0.00 2.59 1.26  0.071
H 1.55 3.52 -2.47  0.111
H -0.16 2.99 -2.97  0.128
H -2.38 -1.71 0.46  0.052
H -1.48 -0.09 0.39  0.115
H -3.31 0.26 -1.09  0.117
H -2.05 -0.36 -2.30  0.103
H -2.94 -2.75 -1.86  0.106
H -4.22 -2.00 -0.80  0.118
H -1.64 -6.23 1.58  0.053
H -0.98 -6.49 -0.05  0.023
H 0.12 -5.99 1.37  0.040
H -0.81 -2.26 2.06  0.059
H -0.64 -3.85 2.89  0.074
H -2.88 -1.88 2.91  0.065
H -2.89 -3.49 3.75  0.067
H -3.52 -3.29 2.01  0.056
H 2.67 -5.19 -1.39  0.117
H 1.62 -5.47 0.01  0.107
H -0.63 -7.67 -2.62  0.053
H 3.26 2.67 -1.40  0.108
H 4.22 3.47 -2.69  0.130
H 5.80 2.25 -1.13  0.081
H 4.82 0.69 -1.38  0.073
H 5.81 1.42 -2.75  0.087
C 2.05 0.23 3.44  -0.159
O 2.18 1.64 3.54  -0.132
H 1.82 -0.02 2.40  0.065
H 2.98 -0.25 3.73  0.077
H 1.23 -0.12 4.08  0.076
H 2.38 1.84 4.46  0.076
C -3.26 3.42 2.50  -0.151
O -1.99 4.03 2.26  -0.155
H -3.70 3.87 3.38  0.080
H -3.92 3.59 1.64  0.080
H -3.13 2.35 2.66  0.070
H -1.62 3.61 1.47  0.007
C -2.09 8.07 2.23  -0.167
O -2.88 7.13 2.93  -0.133
H -2.45 9.07 2.46  0.074
H -1.05 7.99 2.54  0.074
H -2.18 7.90 1.15  0.074
H -2.55 6.25 2.71  0.040

Summary:
* HOMO-LUMO gap: 7.3 eV
* strongest force on any atom: 4.0 eV/A
* calculated total energy: -2050.888497 Ha
* SMILES: [H]/N=C(/C)Cc1nc2c(CCCF)c(P(C)CC)c(CC#C)c(OC#N)c2nc1OCC.CO.CO.CO
* net charge: 0

=====

Record 2
Formula: C26H40O22S
Source: OMol25
Level of theory: wB97M-V/def2-TZVPD

Last column: Mulliken spin population.
Atoms and positions in Å:
C -2.45 -6.91 1.33  0.003
C -1.47 -5.91 2.04  0.001
C 0.02 -6.17 1.70  0.000
O 0.45 -4.88 1.31  0.002
C -0.49 -3.97 1.46  -0.002
O -0.45 -2.80 1.50  0.057
O -1.66 -4.62 1.53  0.012
H -2.49 -7.83 1.91  0.000
H -2.18 -7.09 0.29  0.000
H -3.44 -6.45 1.31  0.000
H -1.59 -6.10 3.11  0.001
H 0.23 -6.89 0.92  0.000
H 0.41 -6.55 2.65  0.000
C -6.27 0.27 -2.97  0.000
C -5.11 -0.40 -2.19  0.000
C -4.06 0.53 -1.62  0.001
O -4.25 0.68 -0.27  0.000
C -5.13 -0.24 0.11  0.000
O -5.52 -0.44 1.25  0.000
O -5.56 -1.01 -0.95  0.000
H -6.95 -0.58 -2.94  0.000
H -5.99 0.48 -4.00  0.000
H -6.58 1.17 -2.43  0.000
H -4.63 -1.14 -2.82  0.000
H -3.84 1.50 -2.07  0.000
H -3.17 -0.04 -1.88  0.000
C -0.95 6.24 -3.29  0.000
C -0.16 5.07 -2.82  0.000
C -0.22 4.73 -1.34  0.000
O -0.64 3.40 -1.39  0.001
C -0.81 2.97 -2.69  0.000
O -1.07 1.82 -2.97  0.008
O -0.59 3.98 -3.50  0.001
H -0.58 7.26 -3.17  0.000
H -1.89 6.17 -2.76  0.000
H -1.23 6.23 -4.34  0.000
H 0.88 5.16 -3.12  0.000
H -1.01 5.40 -1.00  0.000
H 0.66 4.86 -0.71  0.000
C 5.27 2.35 -2.64  0.000
C 5.38 3.34 -1.39  0.000
C 4.28 3.18 -0.38  0.000
O 4.95 2.60 0.72  0.001
C 6.25 2.81 0.64  0.000
O 7.07 2.46 1.49  0.001
O 6.57 3.10 -0.63  0.000
H 4.42 2.53 -3.30  0.000
H 5.37 1.28 -2.42  0.000
H 6.13 2.64 -3.24  0.000
H 5.30 4.35 -1.80  0.000
H 3.55 2.49 -0.79  0.000
H 3.76 4.14 -0.37  0.001
C -1.18 -3.11 -2.38  0.001
C 0.29 -2.68 -2.81  0.000
C 1.37 -3.10 -1.89  -0.003
O 2.41 -3.77 -2.66  0.000
C 1.86 -3.99 -3.89  0.000
O 2.50 -4.41 -4.83  0.000
O 0.70 -3.38 -3.97  0.001
H -1.90 -2.94 -3.17  0.000
H -1.45 -2.36 -1.63  0.001
H -1.17 -4.11 -1.94  0.000
H 0.28 -1.61 -3.02  0.000
H 1.04 -3.80 -1.12  0.001
H 1.81 -2.18 -1.51  -0.002
C 0.83 -0.50 5.45  0.001
C 0.02 0.72 5.82  0.000
C 0.67 1.61 6.89  0.000
O 1.17 2.79 6.17  0.000
C 0.90 2.73 4.97  0.000
O 1.20 3.59 4.18  0.000
O 0.03 1.67 4.77  0.002
H 0.97 -1.07 6.37  0.000
H 1.80 -0.19 5.06  0.000
H 0.35 -1.23 4.79  0.000
H -0.90 0.26 6.18  0.000
H 1.47 1.12 7.45  0.000
H -0.01 1.96 7.66  0.000
C 0.11 1.03 1.44  0.000
C -0.47 0.23 0.16  0.022
O 0.73 -0.23 -0.46  0.275
S 2.01 -0.32 0.61  -0.061
O 3.23 0.13 -0.10  0.029
O 1.94 -1.66 1.25  0.243
O 1.47 0.93 1.52  0.136
H -0.19 0.36 2.24  0.086
H -0.32 2.03 1.60  0.029
H -0.95 0.86 -0.58  0.086
H -1.15 -0.60 0.34  0.063

Summary:
* expectation value of S²: 0.76
* HOMO-LUMO gap (alpha / beta): 9.5 / 2.5 eV
* strongest force on any atom: 6.9 eV/A
* calculated total energy: -3067.703687 Ha
* spin multiplicity: 2
* net charge: +1

=====

Record 3
Formula: C26H41Br51InN3O3P
Source: OMol25
Level of theory: wB97M-V/def2-TZVPD

Last column: Löwdin charge in e.
Atoms and positions in Å:
C -1.47 2.29 3.68  -0.104
C -2.86 2.43 3.03  -0.268
C -3.48 1.08 2.61  -0.426
N -3.86 1.04 1.19  -0.176
In -2.08 0.73 0.06  0.634
C -2.39 0.40 -2.10  -0.305
C -1.17 0.57 -3.03  -0.319
C 0.24 0.55 -2.40  -0.240
C 1.07 1.76 -2.81  -0.219
C 2.52 1.60 -2.34  -0.297
N 2.60 1.52 -0.88  0.027
O -0.77 2.38 0.43  -0.276
N -1.32 3.49 -0.02  -0.193
O -1.42 3.56 -1.21  -0.078
P -1.03 -1.44 0.97  0.681
C 0.56 -1.01 1.86  -0.366
O -0.56 -2.40 -0.35  -0.448
H -1.38 1.31 4.15  0.052
H -1.35 3.09 4.40  0.060
H -0.67 2.39 2.95  0.049
H -3.49 2.90 3.78  0.045
H -2.86 3.09 2.17  0.080
H -2.80 0.27 2.88  0.031
H -4.39 0.94 3.21  0.032
H -4.40 0.18 1.11  0.006
H -2.81 -0.59 -2.27  0.007
H -3.17 1.08 -2.43  0.007
H -1.30 1.48 -3.61  0.095
H -1.22 -0.23 -3.77  0.025
H 0.28 0.42 -1.32  0.052
H 0.78 -0.30 -2.84  0.095
H 0.69 2.66 -2.33  0.099
H 1.04 1.88 -3.88  0.059
H 2.96 0.72 -2.82  0.094
H 3.06 2.48 -2.68  0.104
H 3.58 1.57 -0.64  -0.009
H 2.32 0.58 -0.61  0.047
H 0.47 -0.06 2.37  0.009
H 1.40 -1.02 1.17  0.006
H 0.77 -1.78 2.60  0.000
H 0.22 -2.03 -0.77  0.003
C -2.21 6.48 -2.89  -1.624
Br -4.03 5.83 -2.87  0.560
Br -1.38 6.17 -4.60  0.552
Br -2.12 8.34 -2.40  0.542
H -1.66 5.91 -2.15  -0.051
C -7.23 3.30 1.73  -1.603
Br -6.31 3.68 3.38  0.588
Br -6.14 3.68 0.19  0.552
Br -7.93 1.50 1.71  0.550
H -8.08 3.98 1.68  -0.088
C -2.63 11.41 -5.66  -1.642
Br -4.24 10.41 -5.32  0.559
Br -2.03 12.35 -4.09  0.553
Br -1.25 10.29 -6.39  0.558
H -2.87 12.15 -6.41  -0.037
C 6.46 0.36 0.29  -1.630
Br 6.70 -0.35 -1.49  0.571
Br 7.90 -0.17 1.47  0.531
Br 6.22 2.27 0.27  0.600
H 5.55 -0.07 0.69  -0.030
C 11.74 -1.28 2.31  -1.627
Br 10.17 -1.78 3.31  0.515
Br 12.78 0.05 3.24  0.578
Br 12.80 -2.81 1.82  0.559
H 11.40 -0.82 1.39  -0.035
C -5.87 -1.18 -4.48  -1.648
Br -6.00 -0.46 -2.69  0.610
Br -4.27 -0.60 -5.37  0.578
Br -6.05 -3.10 -4.48  0.560
H -6.71 -0.79 -5.04  -0.130
C -4.18 0.35 6.52  -1.606
Br -3.47 -1.10 5.47  0.616
Br -5.80 1.07 5.76  0.577
Br -4.41 -0.17 8.37  0.554
H -3.45 1.15 6.51  -0.029
C -10.61 4.71 -0.57  -1.624
Br -10.82 5.27 1.26  0.581
Br -8.92 5.29 -1.30  0.566
Br -10.84 2.80 -0.76  0.566
H -11.39 5.18 -1.14  -0.037
C -7.66 1.24 -7.65  -1.613
Br -7.81 1.94 -5.87  0.608
Br -6.04 1.83 -8.53  0.582
Br -7.81 -0.68 -7.65  0.608
H -8.49 1.62 -8.22  -0.033
C 2.12 -0.10 -6.70  -1.607
Br 2.90 1.63 -6.39  0.586
Br 3.21 -1.51 -5.97  0.538
Br 0.30 -0.22 -6.07  0.659
H 2.09 -0.24 -7.77  -0.036
C -10.16 -2.59 -10.35  -1.654
Br -9.89 -1.07 -11.50  0.555
Br -11.97 -2.65 -9.69  0.565
Br -9.66 -4.24 -11.21  0.568
H -9.52 -2.46 -9.50  -0.083
C 7.53 -1.26 7.14  -1.621
Br 7.00 -1.28 5.28  0.559
Br 8.58 -2.80 7.68  0.541
Br 8.42 0.39 7.59  0.574
H 6.62 -1.30 7.71  -0.034
C 16.68 -5.67 4.04  -1.639
Br 17.34 -5.19 5.79  0.570
Br 18.05 -5.54 2.69  0.569
Br 15.84 -7.41 4.06  0.549
H 15.92 -4.95 3.79  -0.041
C 12.16 -6.04 5.35  -1.634
Br 11.09 -4.98 6.56  0.547
Br 13.09 -7.45 6.27  0.536
Br 11.12 -6.71 3.87  0.571
H 12.90 -5.38 4.94  -0.045
C 5.47 -4.82 -7.18  -1.639
Br 6.45 -3.44 -8.10  0.558
Br 5.35 -4.47 -5.29  0.552
Br 3.72 -5.10 -7.96  0.561
H 6.02 -5.74 -7.30  -0.036
C -2.50 -4.71 6.92  -1.639
Br -1.53 -4.23 8.52  0.551
Br -1.45 -4.44 5.34  0.570
Br -3.20 -6.51 7.03  0.569
H -3.35 -4.04 6.86  -0.056
C -4.05 -7.61 10.83  -1.651
Br -5.59 -8.17 11.84  0.561
Br -3.04 -6.26 11.75  0.554
Br -2.95 -9.11 10.33  0.553
H -4.42 -7.17 9.91  -0.064

Summary:
* HOMO-LUMO gap: 4.8 eV
* strongest force on any atom: 1.3 eV/A
* calculated total energy: -133211.241704 Ha
* net charge: -1

=====

Record 4
Formula: C26H41BrCsN4O13V
Source: OMol25
Level of theory: wB97M-V/def2-TZVPD

Last column: Löwdin charge in e.
Atoms and positions in Å:
C 6.66 2.42 0.74  0.000
C 6.05 1.09 -0.02  -0.402
O 6.83 0.01 -0.27  -0.515
N 4.59 0.95 -0.48  -0.369
C 3.94 0.19 0.69  -0.221
C 2.62 -0.71 0.20  -0.170
C 1.31 -0.02 0.89  -0.217
C -0.14 -0.53 0.33  -0.153
C -1.41 -0.25 1.34  -0.305
C -2.91 -0.18 0.61  -0.167
C -3.33 1.33 1.09  -0.085
N -4.53 2.21 0.69  -0.057
C -5.57 1.41 -0.07  -0.078
C -3.88 3.27 -0.22  -0.207
C -2.56 2.96 -1.18  -0.012
O -4.34 4.53 -0.26  -0.016
N -2.54 2.02 2.02  0.140
C -1.34 1.10 2.32  -0.168
C -0.96 0.85 3.93  -0.079
O -0.58 2.17 4.50  -0.155
N 0.72 2.43 4.31  -0.026
O 0.74 3.49 3.65  0.009
H 6.03 2.73 1.70  0.116
H 7.75 2.16 1.13  0.120
H 6.72 3.34 0.00  0.116
H 4.17 1.92 -0.49  0.140
H 4.71 -0.43 1.32  0.143
H 3.53 1.05 1.41  0.140
H 2.52 -0.67 -0.98  0.114
H 2.81 -1.84 0.54  0.135
H 1.30 -0.13 2.06  0.117
H 1.38 1.15 0.65  0.122
H -0.37 0.11 -0.65  0.117
H -0.06 -1.65 -0.03  0.130
H -1.56 -1.25 1.99  -0.054
H -3.61 -1.09 0.89  -0.066
H -2.62 -0.13 -0.53  0.126
H -5.13 0.99 -1.09  0.108
H -6.11 0.59 0.58  0.122
H -6.41 2.19 -0.38  0.126
H -2.29 3.87 -1.89  0.117
H -1.58 2.74 -0.56  0.077
H -2.78 1.98 -1.83  0.094
H -2.75 2.98 2.39  0.191
H -0.45 1.83 2.02  0.131
H -0.01 0.17 3.94  0.132
H -1.82 0.33 4.53  0.157
C 1.36 -7.07 -1.49  -0.108
O 2.17 -6.68 -0.39  -0.213
C 2.30 -7.71 0.59  -0.182
C 3.75 -7.80 1.09  -0.167
O 4.69 -8.32 0.14  -0.123
C 4.97 -7.50 -1.00  -0.167
C 5.72 -6.19 -0.68  -0.180
O 4.85 -5.26 -0.02  -0.212
C 5.48 -4.56 1.04  -0.110
H 0.30 -6.99 -1.23  0.093
H 1.57 -6.38 -2.32  0.086
H 1.60 -8.08 -1.83  0.087
H 1.99 -8.68 0.20  0.126
H 1.65 -7.44 1.42  0.128
H 3.76 -8.52 1.92  0.129
H 4.10 -6.86 1.50  0.106
H 4.07 -7.31 -1.58  0.111
H 5.63 -8.10 -1.64  0.129
H 6.05 -5.72 -1.61  0.121
H 6.60 -6.42 -0.07  0.126
H 6.08 -5.23 1.66  0.092
H 4.69 -4.13 1.67  0.089
H 6.09 -3.75 0.64  0.076
C -6.40 6.81 -2.31  0.179
C -5.10 6.49 -2.22  -0.276
C -4.30 6.86 -3.46  -0.312
O -3.07 6.72 -3.56  0.048
C -5.02 7.42 -4.63  0.094
C -6.33 7.73 -4.73  -0.388
C -7.11 7.46 -3.45  -0.273
O -8.31 7.73 -3.29  0.117
O -6.95 8.20 -5.73  0.043
O -4.50 5.94 -1.24  0.027
H -7.06 6.60 -1.47  0.099
H -4.38 7.58 -5.49  0.128
O -8.67 4.77 -0.05  -0.723
V -8.81 6.32 0.78  0.907
O -8.95 7.86 1.61  -0.709
Cs 5.55 -0.67 -1.91  1.543
Br -2.85 -2.85 1.60  -0.061

Summary:
* HOMO-LUMO gap: 2.9 eV
* strongest force on any atom: 14.7 eV/A
* calculated total energy: -5749.528195 Ha
* net charge: 0

=====

Record 5
Formula: C26H41F2N3O10S2
Source: OMol25
Level of theory: wB97M-V/def2-TZVPD

Last column: Löwdin charge in e.
Atoms and positions in Å:
C 1.24 -1.76 -5.32  0.043
C 2.18 -2.39 -4.36  -0.428
O 3.15 -3.01 -4.70  0.172
O 1.80 -2.24 -3.01  0.101
C 2.62 -1.45 -2.28  -0.404
O 3.83 -1.42 -2.42  0.140
C 1.97 -0.57 -1.22  -0.004
C 1.05 0.46 -1.79  -0.113
C -0.28 0.16 -2.01  -0.075
C -0.84 -1.19 -1.74  -0.083
C -1.34 -1.77 -3.07  -0.355
C -2.35 -2.80 -2.93  -0.041
O -0.99 -3.06 -3.30  -0.032
C -1.06 1.27 -2.50  -0.125
S -2.75 1.01 -2.78  0.629
O -3.27 0.00 -1.93  -0.223
O -2.97 0.84 -4.16  -0.223
F -3.48 2.31 -2.39  -0.112
C -0.41 2.49 -2.73  -0.221
C -1.13 3.73 -3.18  -0.326
C -1.80 4.46 -2.02  -0.005
F -1.99 3.48 -4.22  0.010
N 0.85 2.73 -2.57  0.199
N 1.56 1.67 -2.08  -0.049
C 2.97 1.97 -1.89  -0.102
C 3.34 2.58 -0.50  -0.137
C 2.46 2.19 0.68  -0.209
C 2.57 3.21 1.85  -0.193
S 1.02 4.02 2.16  0.549
O 1.04 4.56 3.47  -0.263
O 0.72 4.97 1.14  -0.280
O -0.04 2.86 2.06  -0.149
H 1.11 -0.70 -5.13  0.096
H 1.57 -1.95 -6.32  0.093
H 0.27 -2.22 -5.21  0.081
H 1.42 -1.20 -0.54  0.113
H 2.79 -0.17 -0.66  0.111
H -1.70 -1.17 -1.12  0.092
H -0.11 -1.93 -1.49  0.114
H -1.44 -1.10 -3.89  0.119
H -2.56 -3.07 -1.91  0.119
H -2.92 -3.11 -3.78  0.122
H -0.41 4.43 -3.57  0.139
H -2.86 4.60 -2.19  0.080
H -1.30 5.38 -1.82  0.082
H -1.66 3.87 -1.12  0.070
H 3.25 2.72 -2.60  0.122
H 3.57 1.12 -2.16  0.108
H 4.39 2.42 -0.32  0.120
H 3.23 3.65 -0.60  0.110
H 1.43 2.14 0.40  0.089
H 2.75 1.22 1.05  0.103
H 3.30 3.98 1.69  0.112
H 2.76 2.63 2.73  0.102
H -0.84 3.25 1.70  0.101
C -2.86 -2.84 2.44  -0.013
C -2.03 -1.58 2.75  -0.496
C -2.15 -1.27 4.25  -0.143
C -1.41 -2.24 5.17  -0.165
C -0.18 -2.88 4.51  -0.138
C 0.41 -2.08 3.34  -0.511
N -0.64 -1.87 2.34  -0.123
O -0.24 -1.24 1.28  -0.076
C 1.50 -2.95 2.72  -0.033
C 1.05 -0.79 3.85  -0.009
C -2.63 -0.42 1.99  -0.034
H -2.82 -3.07 1.37  0.082
H -3.91 -2.70 2.70  0.088
H -2.50 -3.71 2.98  0.078
H -1.78 -0.26 4.43  0.106
H -3.21 -1.24 4.52  0.121
H -1.11 -1.71 6.08  0.108
H -2.08 -3.03 5.51  0.107
H 0.59 -3.05 5.26  0.118
H -0.45 -3.87 4.15  0.112
H 1.08 -3.86 2.29  0.091
H 2.23 -3.25 3.48  0.087
H 2.04 -2.42 1.93  0.071
H 1.83 -1.03 4.57  0.091
H 0.34 -0.12 4.34  0.080
H 1.52 -0.23 3.03  0.069
H -3.67 -0.25 2.26  0.096
H -2.61 -0.60 0.92  0.064
H -2.08 0.50 2.19  0.081

Summary:
* HOMO-LUMO gap: 2.9 eV
* strongest force on any atom: 2.5 eV/A
* calculated total energy: -2927.828022 Ha
* net charge: 0